Below is C4H7NO2 in the gas phase in a non-equilibrium geometry, with properties calculated with the ωB97M-V functional and the def2-TZVPD basis.

```
14
Properties=species:S:1:pos:R:3:lowdin_charge:R:1
C -0.57 0.39 1.10 -0.0121
C -1.81 0.50 0.65 -0.1241
C 0.27 -0.35 0.10 -0.5397
C 1.51 0.39 -0.38 -0.0192
N -0.78 -0.51 -1.10 0.0735
O -2.01 0.01 -0.60 -0.0870
O 0.55 -1.63 0.57 0.0124
H -0.19 0.71 2.05 0.1081
H -2.69 0.91 1.10 0.1225
H 1.99 -0.16 -1.19 0.0827
H 2.21 0.47 0.45 0.0871
H 1.25 1.39 -0.72 0.0845
H -0.50 0.10 -1.86 0.1090
H 0.75 -2.21 -0.18 0.1024
```

Values from the calculation:
Energy above the lowest of the compared OMol25 structures with the same formula, charge and spin in eV: 3.131
SMILES string: C[C@@]1(O)C=CON1


Below is 2 unconnected molecules or ions with the total composition C4H8S2 in a non-equilibrium geometry, with properties calculated with the ωB97M-V functional and the def2-TZVPD basis.

```
14
Properties=species:S:1:pos:R:3:lowdin_charge:R:1
C -1.24 1.52 -0.61 -0.4983
C 0.39 -1.30 -0.30 -0.1010
C 1.54 -0.38 -0.44 -0.1756
C 1.47 0.79 0.18 -0.7504
S -2.79 1.45 0.19 0.6649
S 2.25 2.27 0.10 0.6595
H -0.77 0.81 -1.21 -0.0325
H -0.23 -1.26 -1.13 0.0546
H 0.62 -2.33 -0.20 0.0746
H -0.28 -0.94 0.45 0.0721
H 2.48 -0.72 -1.05 0.1486
H -0.77 2.47 -0.45 -0.0221
H 0.62 0.93 0.74 -0.0150
H -2.50 2.76 0.63 -0.0796
```

Values from the calculation:
Energy above the lowest of the compared OMol25 structures with the same formula, charge and spin in eV: 4.635


Below is a molecular structure, C24H52N2O2P2SW in a non-equilibrium geometry, with properties calculated with the ωB97M-V functional and the def2-TZVPD basis.

```
84
Properties=species:S:1:pos:R:3:mulliken_spin:R:1
W -0.85 0.22 -0.56 1.0318
C -1.88 -0.29 1.13 -0.0123
O -2.44 -0.58 2.16 0.0686
C -0.04 -0.01 -2.55 -0.0047
O 0.51 -0.04 -3.58 0.0735
P -0.40 -2.36 -0.75 0.1394
C -1.81 -3.21 -1.63 0.0271
H -1.40 -4.22 -1.79 0.0045
C 1.09 -2.97 -1.76 0.0366
H 1.08 -2.26 -2.60 -0.0028
C -0.42 -3.29 0.89 -0.0009
H -1.41 -3.03 1.28 0.0024
C -1.40 3.27 1.41 0.0086
P -1.06 2.53 -0.23 -0.0313
H -2.82 3.56 -1.44 -0.0039
H -2.20 2.62 1.79 -0.0013
C -0.11 3.80 -1.17 0.0535
H -0.67 4.72 -0.92 0.0049
C 2.40 -2.82 -1.00 -0.0003
H 3.25 -2.93 -1.70 0.0013
H 2.53 -3.60 -0.23 0.0003
H 2.47 -1.82 -0.54 0.0066
C 0.99 -4.39 -2.36 0.0182
H 0.90 -5.16 -1.58 0.0005
H 1.91 -4.62 -2.92 0.0016
H 0.15 -4.49 -3.06 0.0002
C -0.33 -4.81 0.74 0.0094
H -1.05 -5.24 0.03 -0.0007
H -0.55 -5.28 1.72 -0.0006
H 0.68 -5.14 0.48 0.0003
C 0.63 -2.78 1.87 0.0038
H 0.58 -3.37 2.79 0.0007
H 0.45 -1.73 2.14 0.0000
H 1.64 -2.87 1.47 -0.0007
C -3.07 -3.35 -0.76 0.0087
H -3.03 -4.28 -0.18 -0.0002
H -3.96 -3.42 -1.41 0.0008
H -3.22 -2.50 -0.07 0.0003
C -2.09 -2.57 -2.99 0.0037
H -2.61 -1.60 -2.90 -0.0008
H -2.77 -3.23 -3.55 0.0010
H -1.18 -2.42 -3.59 0.0004
C -1.91 4.72 1.31 0.0063
H -2.79 4.83 0.66 -0.0003
H -1.12 5.40 0.97 -0.0001
H -2.20 5.05 2.32 0.0015
C -0.22 3.19 2.38 0.0060
H 0.69 3.63 1.96 -0.0015
C -2.64 1.53 -2.14 0.0672
H -0.03 2.16 2.69 -0.0005
H -0.50 3.77 3.28 -0.0006
C -3.84 2.24 -0.05 0.0082
H -2.02 0.62 -1.90 -0.0262
H -3.65 1.13 -2.33 0.0003
H -2.20 1.91 -3.06 0.0006
C -2.70 2.55 -1.02 -0.0056
H -4.74 1.99 -0.63 0.0015
H -4.08 3.09 0.60 0.0006
H -3.62 1.37 0.58 -0.0025
C -0.19 3.61 -2.69 0.0115
H 0.15 2.62 -3.01 0.0005
H 0.45 4.37 -3.17 0.0014
H -1.21 3.78 -3.04 -0.0019
C 1.35 3.99 -0.71 0.0059
H 1.93 3.06 -0.78 0.0049
H 1.41 4.39 0.31 -0.0005
H 1.81 4.73 -1.38 0.0072
H -2.59 -0.41 -0.68 0.0513
H -2.81 -0.73 -1.38 -0.0345
S 1.39 0.51 0.10 0.3514
C 2.76 0.43 1.52 0.0701
N 3.95 -0.14 1.34 0.0095
C 5.02 -0.37 2.35 0.0005
C 4.72 0.31 3.66 0.0008
C 3.71 1.44 3.54 0.0047
N 2.60 1.09 2.66 0.0160
H 4.20 -0.47 0.41 0.0003
H 5.98 -0.03 1.93 0.0012
H 5.11 -1.45 2.51 0.0006
H 5.66 0.70 4.07 0.0002
H 4.34 -0.39 4.42 -0.0002
H 4.26 2.29 3.12 0.0006
H 3.28 1.71 4.51 0.0005
H 1.81 1.70 2.74 -0.0053
```

Values from the calculation:
2S+1: 3
Energy above the lowest of the compared OMol25 structures with the same formula, charge and spin in eV: 1.800
Net charge: +4


| no. | electronic energy (eV) |
| --- | --- |
| 1 | -9844.1485 |
| 2 | -25943.7792 |
| 3 | -63999.3464 |